[1]
Entry from the OMol25 dataset: the molecule C9H13FO4 (wB97M-V/def2-TZVPD).

The calculation puts the energy relative to the best compared isomer or geometry (same formula, charge and spin) at 0.00 kJ/mol. The value obtained for the max |F| is 4.388 eV Å⁻¹. As for the SMILES: CCO/C(OC(C)=O)=C(\F)CC(C)=O. The total energy is -20448.058 eV. As for the multiplicity: 1. Its charge is 0. The value obtained for the HOMO energy is -8.6157 eV.

The geometry in XYZ format:
```
27
Properties=species:S:1:pos:R:3:lowdin_charge:R:1
F 0.483 -2.812 0.240 0.07
O -2.491 0.161 -1.417 0.11
O 2.113 -0.746 -0.006 0.00
O 0.421 0.757 -0.198 0.08
O -0.859 0.978 1.678 0.12
C 4.456 -0.681 -0.572 -0.01
C -0.631 2.942 0.375 0.03
C 3.042 0.177 -0.420 -0.20
C -1.650 -1.621 0.026 -0.02
C -2.684 -0.514 -0.481 -0.49
C -3.987 -0.660 0.327 -0.04
C -0.376 1.471 0.693 -0.45
C -0.058 -1.594 0.017 -0.16
C 0.783 -0.575 -0.098 -0.26
H -2.029 -1.895 0.992 0.09
H 5.173 -0.476 -1.347 0.06
H 0.084 3.375 -0.292 0.07
H -1.535 2.958 -0.217 0.08
H -4.844 0.002 0.128 0.07
H -1.893 -2.344 -0.868 0.16
H -0.652 3.643 1.281 0.12
H 2.815 0.750 -1.255 0.08
H 4.960 -0.433 0.287 0.03
H 3.290 1.063 0.265 0.13
H -3.764 -0.490 1.493 0.13
H -4.333 -1.752 0.093 0.12
H 4.166 -1.687 -0.726 0.06
```


[2]
Entry from the OMol25 dataset: the molecule C2H5P (wB97M-V/def2-TZVPD).

The calculation puts the energy relative to the best compared isomer or geometry (same formula, charge and spin) at 104.86 kJ/mol. The value obtained for the max |F| is 5.369 eV Å⁻¹. As for the SMILES: C=PC. The total energy is -11441.426 eV. As for the multiplicity: 1. Its charge is 0. The value obtained for the HOMO energy is -8.7792 eV.

The geometry in XYZ format:
```
8
Properties=species:S:1:pos:R:3:lowdin_charge:R:1
P 0.766 0.236 1.067 0.79
C -0.863 0.686 0.337 -0.43
C 1.191 -0.894 -0.354 -0.27
H -1.401 -0.181 0.281 -0.01
H 1.909 -1.599 -0.700 -0.04
H -0.675 1.166 -0.635 0.04
H -1.278 1.373 1.002 -0.01
H 0.350 -0.785 -0.997 -0.07
```


[3]
Entry from the OMol25 dataset: a structure of composition C42H46F3N3O5PSW (wB97M-V/def2-TZVPD).

The calculation puts the energy relative to the best compared isomer or geometry (same formula, charge and spin) at 12.33 kJ/mol. The value obtained for the max |F| is 4.776 eV Å⁻¹. The total energy is -89106.297 eV. As for the multiplicity: 3. Its charge is +1. The value obtained for the HOMO energy (spin up / spin down) is -10.0355 / -10.1646 eV. The expectation value of S² is 2.108.

The geometry in XYZ format:
```
102
Properties=species:S:1:pos:R:3:lowdin_charge:R:1
W 9.823 13.039 12.576 1.62
S 5.387 10.084 9.938 0.96
P 8.411 12.260 14.403 0.99
F 13.025 8.191 9.127 0.14
F 11.569 6.642 9.719 0.12
F 13.094 7.285 11.098 0.14
O 13.947 13.705 13.474 0.08
O 6.208 11.298 10.337 -0.56
O 11.699 13.108 13.587 -0.19
O 8.934 13.415 10.738 -0.22
O 9.036 14.384 8.734 0.11
N 11.399 13.605 11.172 0.03
N 10.075 11.120 11.741 -0.09
N 9.337 14.906 13.454 -0.10
C 10.753 10.207 12.518 -0.09
C 9.447 17.696 10.922 -0.01
C 12.077 14.339 8.985 0.04
C 6.506 9.188 8.900 -0.43
C 12.249 7.761 10.159 -0.53
C 7.726 7.211 8.481 -0.06
C 8.032 13.778 16.685 -0.05
C 8.422 7.815 7.385 -0.05
C 7.598 16.053 11.284 -0.05
C 13.434 14.205 9.275 0.00
C 8.741 16.085 16.953 -0.01
C 13.733 13.882 10.588 0.05
C 12.009 16.263 14.065 -0.04
C 11.419 17.832 12.188 -0.02
C 9.080 14.989 14.808 -0.29
C 10.292 11.237 16.145 -0.11
C 12.700 13.573 11.510 -0.14
C 6.741 7.883 9.174 -0.10
C 7.788 14.850 18.969 -0.06
C 9.802 16.035 12.683 -0.18
C 7.215 9.868 7.928 -0.09
C 6.201 13.287 13.172 -0.12
C 7.953 10.337 16.561 -0.11
C 6.296 10.716 13.348 -0.10
C 8.155 14.923 17.517 -0.25
C 8.933 10.833 15.495 -0.51
C 9.598 14.008 9.754 -0.55
C 9.176 16.158 15.618 0.02
C 11.385 8.858 10.647 -0.06
C 8.967 16.601 11.635 -0.19
C 4.386 10.772 8.596 -0.23
C 10.701 9.775 9.833 0.04
C 8.125 9.165 7.138 -0.08
C 10.030 10.840 10.379 -0.05
C 10.988 19.725 10.568 -0.05
C 12.840 13.383 12.990 -0.52
C 11.079 14.077 9.917 -0.12
C 8.493 13.816 15.380 -0.29
C 10.648 18.381 11.197 -0.26
C 11.268 9.034 12.028 0.04
C 11.065 16.680 12.949 -0.18
C 6.593 12.082 13.988 -0.51
H 11.000 10.428 13.575 0.11
H 14.756 13.828 10.995 0.14
H 6.882 10.450 16.281 0.08
H 9.085 7.209 6.780 0.11
H 12.187 17.136 14.717 0.10
H 9.178 10.011 14.797 0.08
H 6.829 16.437 11.987 0.10
H 5.262 10.414 13.608 0.10
H 9.659 17.087 15.278 0.12
H 7.102 10.989 7.840 0.13
H 10.122 11.955 16.955 0.08
H 10.659 19.773 9.512 0.08
H 7.541 12.880 17.044 0.10
H 7.904 6.181 8.726 0.10
H 11.622 8.298 12.743 0.14
H 14.218 14.245 8.542 0.12
H 8.054 10.858 17.521 0.07
H 8.127 9.246 16.774 0.10
H 11.720 15.446 14.661 0.05
H 6.314 10.816 12.243 0.02
H 6.082 12.103 14.961 0.10
H 3.968 9.979 7.914 0.09
H 11.745 14.609 7.972 0.14
H 12.093 19.876 10.554 0.08
H 8.029 13.826 19.367 0.09
H 9.454 11.498 9.712 0.12
H 6.990 9.930 13.637 0.06
H 12.991 16.001 13.641 0.08
H 5.143 13.583 13.369 0.10
H 6.701 14.970 19.154 0.09
H 12.391 18.244 12.460 0.12
H 7.497 14.999 11.368 0.01
H 6.241 7.366 9.953 0.10
H 8.320 15.563 19.599 0.08
H 8.828 16.954 17.620 0.12
H 8.610 9.604 6.272 0.11
H 3.607 11.411 8.992 0.05
H 10.708 9.720 8.739 0.14
H 6.302 13.048 12.094 0.07
H 10.537 20.576 11.128 0.09
H 10.959 11.759 15.436 0.05
H 6.792 14.225 13.355 0.06
H 10.805 10.341 16.508 0.09
H 8.824 18.033 10.113 0.11
H 5.054 11.436 8.007 0.06
H 7.320 16.329 10.203 0.12
```


[4]
Entry from the OMol25 dataset: the molecule C4H7NO2 (wB97M-V/def2-TZVPD).

The calculation puts the energy relative to the best compared isomer or geometry (same formula, charge and spin) at 1.15 kJ/mol. The value obtained for the max |F| is 0.463 eV Å⁻¹. As for the SMILES: C[C@H]1CNC(=O)O1. The total energy is -9847.268 eV. As for the multiplicity: 1. Its charge is 0. The value obtained for the HOMO energy is -10.0811 eV.

The geometry in XYZ format:
```
14
Properties=species:S:1:pos:R:3:lowdin_charge:R:1
O 0.031 0.300 -1.279 0.05
O -1.114 -1.118 -2.623 0.11
N -0.655 -1.615 -0.401 0.09
C -0.319 -0.794 0.742 -0.13
C 0.680 1.600 0.641 -0.03
C 0.594 0.216 0.041 -0.35
C -0.640 -0.853 -1.550 -0.56
H 1.257 2.252 -0.022 0.09
H -0.316 2.034 0.771 0.09
H 0.200 -1.357 1.521 0.13
H 1.184 1.569 1.613 0.09
H -1.311 -2.379 -0.361 0.15
H 1.596 -0.222 -0.059 0.15
H -1.199 -0.299 1.181 0.13
```


[5]
Entry from the OMol25 dataset: the molecule C2H3N3O2 (wB97M-V/def2-TZVPD).

The calculation puts the energy relative to the best compared isomer or geometry (same formula, charge and spin) at 436.85 kJ/mol. The value obtained for the max |F| is 3.681 eV Å⁻¹. As for the SMILES: N#C[C@@H](N)[N+](=O)[O-]. The total energy is -10683.929 eV. As for the multiplicity: 1. Its charge is 0. The value obtained for the HOMO energy is -11.0471 eV.

The geometry in XYZ format:
```
10
Properties=species:S:1:pos:R:3:lowdin_charge:R:1
O 1.545 1.377 -0.855 0.12
O 0.570 1.508 1.097 0.07
N 0.819 0.978 0.005 -0.38
N 1.150 -2.365 0.553 0.20
N -1.377 -0.145 0.048 0.10
C 0.686 -1.340 0.371 -0.15
C -0.003 -0.234 -0.249 -0.35
H 0.145 -0.209 -1.368 0.18
H -1.662 0.123 1.057 0.16
H -1.873 0.307 -0.659 0.07
```


[6]
Entry from the OMol25 dataset: the molecule C6H9N (wB97M-V/def2-TZVPD).

The calculation puts the energy relative to the best compared isomer or geometry (same formula, charge and spin) at 70.60 kJ/mol. The value obtained for the max |F| is 6.794 eV Å⁻¹. The total energy is -7852.134 eV. As for the multiplicity: 3. Its charge is 0. The value obtained for the HOMO energy (spin up / spin down) is -5.6663 / -9.3704 eV. The expectation value of S² is 2.026.

The geometry in XYZ format:
```
16
Properties=species:S:1:pos:R:3:lowdin_charge:R:1
N -0.797 -2.003 0.514 -0.07
C 0.368 0.741 -0.352 -0.34
C -0.365 -0.166 -1.053 -0.10
C 1.019 0.273 0.939 -0.04
C -0.858 -1.487 -0.669 -0.15
C -0.352 -2.727 1.368 0.06
C 0.176 2.139 -0.729 -0.10
H 0.615 0.861 1.737 0.07
H -1.384 -2.234 -1.467 0.16
H 1.108 2.664 -0.924 0.07
H -0.330 2.960 -0.021 0.12
H -0.493 2.115 -1.631 0.08
H -0.739 0.054 -2.051 0.09
H -0.868 -2.794 2.326 0.05
H 2.129 0.379 0.958 0.09
H 0.772 -0.774 1.054 0.02
```


[7]
Entry from the OMol25 dataset: the molecule C6H12ClNS (wB97M-V/def2-TZVPD).

The value obtained for the max |F| is 5.690 eV Å⁻¹. The total energy is -31258.515 eV. As for the multiplicity: 3. Its charge is 0. The value obtained for the HOMO energy (spin up / spin down) is -4.0577 / -9.7368 eV. The expectation value of S² is 2.004.

The geometry in XYZ format:
```
21
Properties=species:S:1:pos:R:3:lowdin_charge:R:1
Cl -0.052 -1.931 0.836 0.63
S 1.420 -0.387 -1.268 0.90
N 0.785 0.560 1.055 -0.10
C 2.759 0.465 -0.357 -0.37
C 2.201 0.348 1.116 -0.28
C -1.113 0.175 -0.449 -0.50
C -1.669 -0.756 -1.584 -0.12
C 0.237 -0.264 0.112 -1.08
C -2.244 0.212 0.587 -0.11
H 3.683 0.080 -0.569 0.02
H 2.706 1.562 -0.818 0.13
H -0.957 -0.804 -2.394 0.03
H -2.997 0.675 -0.063 0.07
H -2.043 -1.689 -1.121 0.06
H -0.815 1.127 -0.918 0.13
H 0.526 0.330 2.001 0.11
H -2.490 -0.744 1.026 0.05
H 2.552 1.052 1.834 0.11
H -2.116 0.985 1.501 0.12
H -2.773 -0.316 -1.938 0.13
H 2.399 -0.678 1.410 0.09
```


[8]
Entry from the OMol25 dataset: a cluster of 4 separate species, C40H78N3O8S4 in total (wB97M-V/def2-TZVPD).

The value obtained for the max |F| is 5.900 eV Å⁻¹. The total energy is -106917.254 eV. As for the multiplicity: 1. Its charge is +1. The value obtained for the HOMO energy is -11.1970 eV.

The geometry in XYZ format:
```
133
Properties=species:S:1:pos:R:3:lowdin_charge:R:1
S 0.519 6.116 4.363 0.66
S -2.361 6.898 -1.392 0.79
S 1.291 -8.458 4.691 0.66
S -1.988 -5.719 0.166 0.67
O 1.419 5.548 3.381 -0.34
O 1.972 -7.225 4.362 -0.33
O 0.375 -8.560 5.805 -0.33
O -8.714 0.028 -2.408 -0.25
O -0.264 0.881 0.817 -0.21
O -1.252 -6.751 -0.526 -0.31
O -3.348 -5.370 -0.186 -0.33
O -0.909 5.884 4.324 -0.34
N -2.636 4.252 -0.831 0.04
N -2.416 1.898 0.169 0.03
N -0.979 3.852 0.899 0.11
C -0.805 4.978 -2.563 -0.10
C -1.553 5.229 -1.173 -0.68
C 1.607 7.047 6.603 -0.21
C 3.076 2.588 -0.884 -0.21
C -7.651 -1.661 -0.938 -0.15
C 0.804 8.174 5.952 -0.22
C -3.504 1.396 -0.731 -0.11
C 0.482 -9.066 3.222 -0.23
C -0.990 -4.235 0.201 -0.22
C 5.192 1.850 -4.401 -0.21
C -0.648 -5.339 2.380 -0.22
C -6.644 -1.854 0.346 -0.20
C -0.330 4.681 -3.740 0.11
C 0.761 5.821 0.274 -0.13
C -8.354 -0.213 -0.994 -0.21
C 0.547 0.678 2.014 -0.09
C 6.431 -1.075 -6.918 -0.22
C 5.217 -3.224 -6.031 -0.14
C -1.914 -6.048 1.917 -0.23
C 1.744 3.547 -0.845 -0.20
C -0.715 5.170 0.212 -0.29
C -4.516 0.341 0.010 -0.16
C 2.197 -10.735 3.660 -0.22
C 0.806 7.873 4.459 -0.23
C 1.116 5.728 6.004 -0.22
C 1.536 -9.929 2.541 -0.22
C -10.152 -0.101 -2.573 -0.14
C 4.179 3.369 -1.769 -0.22
C 1.939 4.708 0.276 -0.18
C -2.048 3.193 0.072 -0.09
C 6.189 2.549 -3.336 -0.21
C 5.856 0.459 -4.891 -0.22
C 5.483 2.377 -1.866 -0.21
C -1.664 1.039 1.167 -0.14
C -4.211 -1.109 -0.629 -0.19
C 2.505 -9.767 4.804 -0.22
C 5.228 -2.132 -7.258 -0.24
C -5.163 -2.304 -0.111 -0.20
C 5.792 0.382 -6.532 -0.21
C -0.649 -3.983 1.671 -0.22
H 4.514 4.306 -1.187 0.11
H 6.954 0.311 -4.586 0.11
H 3.495 -9.320 4.694 0.11
H -10.660 0.785 -2.031 0.10
H 0.855 2.847 -0.644 0.09
H 0.829 6.557 -0.628 0.13
H -0.091 -4.417 -0.392 0.11
H 5.250 -0.433 -4.474 0.10
H 0.378 1.475 2.831 0.10
H 4.198 1.567 -3.860 0.10
H 4.678 -2.812 -5.097 0.07
H -3.326 4.666 -0.172 0.13
H 5.528 -2.634 -8.259 0.10
H -4.176 -0.979 -1.774 0.12
H 0.082 4.448 -4.796 0.08
H 2.423 -10.254 5.776 0.11
H -2.802 -5.609 2.378 0.11
H -3.729 6.721 -1.569 -0.10
H 3.823 3.650 -2.825 0.11
H 7.075 -0.915 -7.874 0.11
H 3.104 -11.237 3.314 0.12
H 4.192 -1.635 -7.286 0.10
H -10.595 -1.087 -2.178 0.10
H 0.332 -0.349 2.517 0.10
H 1.785 8.077 4.018 0.11
H 2.914 5.270 -0.025 0.12
H -9.339 -0.172 -0.381 0.13
H -7.115 -1.947 -1.932 0.13
H -1.316 4.142 1.846 0.15
H -1.686 1.503 2.237 0.15
H -7.698 0.664 -0.647 0.11
H -0.223 8.165 6.335 0.12
H 0.149 -8.230 2.607 0.08
H -4.354 0.389 1.153 0.12
H 1.920 4.994 5.933 0.11
H -1.411 -3.338 2.121 0.11
H 3.502 2.383 0.172 0.12
H 2.039 4.220 1.325 0.11
H -5.308 -3.025 -1.016 0.12
H -1.556 -3.407 -0.228 0.09
H 2.282 -9.293 2.053 0.12
H 6.327 -3.468 -5.816 0.07
H 5.067 1.293 -1.840 0.11
H 6.233 2.591 -1.025 0.11
H 0.029 8.408 3.912 0.11
H 0.284 5.314 6.577 0.11
H 2.670 7.181 6.378 0.12
H 2.800 1.615 -1.437 0.11
H -3.118 -1.377 -0.316 0.10
H -0.624 -5.228 3.466 0.13
H 1.235 9.154 6.164 0.12
H 1.094 -10.577 1.781 0.12
H 0.313 -3.474 1.771 0.11
H -1.333 5.900 0.884 0.13
H -4.185 2.224 -1.161 0.14
H 6.354 3.669 -3.592 0.11
H 4.699 0.473 -6.898 0.10
H -4.675 -2.950 0.715 0.11
H 7.224 2.057 -3.256 0.10
H -7.090 -2.762 0.928 0.12
H -10.436 -0.036 -3.692 0.10
H 1.499 7.050 7.690 0.12
H 7.069 -1.407 -6.008 0.10
H -5.602 0.653 -0.185 0.09
H 1.506 -11.509 4.009 0.12
H 6.426 1.269 -6.926 0.11
H 0.821 6.415 1.273 0.10
H 4.637 -4.171 -6.376 0.07
H -1.892 -7.124 2.093 0.10
H 1.706 4.054 -1.882 0.09
H -8.516 -2.437 -0.838 0.12
H 4.949 2.519 -5.309 0.11
H 1.682 0.727 1.758 0.12
H 0.235 -5.912 2.079 0.11
H -6.682 -0.968 1.077 0.10
H -0.375 -9.667 3.537 0.11
H -2.107 -0.016 1.273 0.14
H -2.984 0.914 -1.654 0.15
```


Please write out number 6 again, unchanged.
Entry from the OMol25 dataset: the molecule C6H9N (wB97M-V/def2-TZVPD).

The calculation puts the energy relative to the best compared isomer or geometry (same formula, charge and spin) at 70.60 kJ/mol. The value obtained for the max |F| is 6.794 eV Å⁻¹. The total energy is -7852.134 eV. As for the multiplicity: 3. Its charge is 0. The value obtained for the HOMO energy (spin up / spin down) is -5.6663 / -9.3704 eV. The expectation value of S² is 2.026.

The geometry in XYZ format:
```
16
Properties=species:S:1:pos:R:3:lowdin_charge:R:1
N -0.797 -2.003 0.514 -0.07
C 0.368 0.741 -0.352 -0.34
C -0.365 -0.166 -1.053 -0.10
C 1.019 0.273 0.939 -0.04
C -0.858 -1.487 -0.669 -0.15
C -0.352 -2.727 1.368 0.06
C 0.176 2.139 -0.729 -0.10
H 0.615 0.861 1.737 0.07
H -1.384 -2.234 -1.467 0.16
H 1.108 2.664 -0.924 0.07
H -0.330 2.960 -0.021 0.12
H -0.493 2.115 -1.631 0.08
H -0.739 0.054 -2.051 0.09
H -0.868 -2.794 2.326 0.05
H 2.129 0.379 0.958 0.09
H 0.772 -0.774 1.054 0.02
```